[1]
{
  "formula": "H5N3S",
  "method": "ωB97M-V with the def2-TZVPD basis set",
  "symbols": ["N", "N", "N", "S", "H", "H", "H", "H", "H"],
  "positions_angstrom": [[1.378, -0.440, 1.134], [-1.924, 0.578, -0.582], [0.490, -0.362, 0.063], [-0.491, 1.037, -0.048], [2.143, 0.314, 0.978], [1.859, -1.373, 1.143], [-2.148, 0.035, -1.379], [-2.715, 0.651, 0.112], [1.407, -0.441, -1.421]],
  "orbital_gap_ev": [7.90, 8.00],
  "e_homo_ev": [-7.90, -8.01]
}

[2]
{
  "formula": "C15H36AsGeO3PS4Ti",
  "method": "ωB97M-V with the def2-TZVPD basis set",
  "symbols": ["Ti", "C", "C", "C", "C", "O", "Ge", "O", "C", "C", "C", "C", "O", "C", "C", "C", "C", "H", "H", "H", "H", "H", "H", "H", "H", "H", "H", "H", "H", "H", "H", "H", "H", "H", "H", "H", "H", "H", "H", "H", "H", "H", "H", "H", "S", "As", "S", "S", "S", "C", "P", "C", "C", "H", "H", "H", "H", "H", "H", "H", "H", "H"],
  "positions_angstrom": [[-0.331, 0.032, 1.715], [2.244, 2.182, 2.489], [1.364, 2.733, 1.420], [0.437, 3.808, 1.874], [2.171, 3.207, 0.183], [0.540, 1.578, 0.959], [-0.561, 1.812, -0.973], [0.577, 0.822, -1.880], [1.020, 0.760, -3.284], [1.122, 2.218, -3.827], [2.421, 0.171, -3.187], [-0.029, -0.017, -4.062], [-1.473, 0.158, 0.155], [-2.852, -0.150, -0.136], [-2.997, 0.014, -1.649], [-3.129, -1.547, 0.262], [-3.748, 0.884, 0.634], [2.927, 2.957, 2.875], [1.712, 1.847, 3.420], [3.000, 1.460, 2.113], [1.025, 4.603, 2.309], [-0.189, 4.275, 1.069], [-0.150, 3.391, 2.719], [2.985, 3.875, 0.379], [2.728, 2.303, -0.260], [1.546, 3.716, -0.537], [1.757, 2.841, -3.187], [1.563, 2.253, -4.906], [0.146, 2.614, -3.994], [3.173, 0.826, -2.689], [2.302, -0.779, -2.627], [2.894, -0.175, -4.069], [-0.949, 0.526, -3.893], [0.135, -0.023, -5.128], [-0.024, -1.057, -3.726], [-2.272, -0.586, -2.210], [-3.994, -0.189, -2.013], [-2.780, 1.099, -1.884], [-2.395, -2.276, -0.180], [-3.090, -1.711, 1.381], [-4.142, -1.908, -0.086], [-3.646, 1.864, 0.159], [-4.788, 0.453, 0.586], [-3.442, 1.069, 1.665], [1.580, -0.862, 2.852], [0.558, -1.363, 4.881], [-1.602, -1.066, 3.636], [-1.495, 1.032, 3.521], [0.706, -3.415, 5.152], [1.986, -3.817, 1.793], [0.529, -2.811, 1.267], [0.582, -2.724, -0.595], [-0.760, -4.023, 1.603], [1.782, -4.858, 1.586], [1.932, -3.630, 2.894], [2.908, -3.470, 1.367], [1.211, -3.485, -1.090], [1.004, -1.729, -0.885], [-0.459, -2.896, -0.975], [-0.827, -4.921, 0.907], [-1.801, -3.549, 1.449], [-0.640, -4.348, 2.655]],
  "orbital_gap_ev": [6.25, 6.25],
  "e_homo_ev": [-6.65, -6.65]
}

[3]
{
  "formula": "C55H46Cl2FeGeN2O2PSe",
  "method": "ωB97M-V with the def2-TZVPD basis set",
  "symbols": ["Fe", "N", "C", "C", "C", "C", "C", "C", "P", "C", "C", "C", "C", "C", "C", "C", "C", "C", "C", "C", "C", "H", "H", "H", "H", "H", "H", "H", "H", "H", "H", "H", "H", "H", "H", "H", "H", "Cl", "C", "C", "C", "C", "C", "Cl", "C", "N", "C", "C", "C", "C", "C", "C", "C", "C", "O", "O", "H", "H", "H", "H", "H", "H", "H", "H", "H", "H", "Se", "C", "C", "C", "C", "C", "C", "H", "H", "H", "H", "H", "C", "Ge", "C", "C", "C", "C", "C", "C", "C", "C", "C", "C", "C", "C", "C", "C", "C", "C", "H", "H", "H", "H", "H", "H", "H", "H", "H", "H", "H", "H", "H", "H", "H"],
  "positions_angstrom": [[0.483, 0.216, 1.156], [0.234, -0.659, 3.354], [-0.862, -1.523, 3.724], [-1.049, -1.872, 5.058], [-2.049, -2.761, 5.408], [-2.861, -3.321, 4.428], [-2.689, -2.955, 3.105], [-1.705, -2.035, 2.739], [-1.550, -1.395, 1.037], [-1.705, -2.893, 0.027], [-0.552, -3.645, -0.187], [-0.603, -4.801, -0.948], [-1.805, -5.205, -1.515], [-2.953, -4.453, -1.314], [-2.905, -3.299, -0.544], [-3.088, -0.452, 0.790], [-3.319, 0.062, -0.489], [-4.463, 0.800, -0.747], [-5.372, 1.056, 0.270], [-5.130, 0.581, 1.549], [-3.993, -0.172, 1.812], [0.339, 0.098, 4.026], [1.102, -1.191, 3.421], [-0.392, -1.456, 5.814], [-2.188, -3.029, 6.447], [-3.630, -4.033, 4.699], [-3.330, -3.374, 2.338], [0.393, -3.312, 0.231], [0.298, -5.379, -1.113], [-1.843, -6.100, -2.122], [-3.888, -4.759, -1.765], [-3.801, -2.706, -0.401], [-2.601, -0.129, -1.278], [-4.632, 1.188, -1.743], [-6.262, 1.641, 0.068], [-5.828, 0.791, 2.350], [-3.817, -0.533, 2.816], [-3.474, -1.119, -3.953], [-2.893, -1.169, -5.587], [-3.746, -1.610, -6.584], [-3.304, -1.647, -7.895], [-2.003, -1.275, -8.193], [-1.152, -0.865, -7.180], [0.496, -0.519, -7.586], [-1.576, -0.769, -5.846], [-0.720, -0.366, -4.825], [-0.123, 0.907, -4.787], [-0.549, 1.950, -5.607], [0.079, 3.185, -5.563], [1.129, 3.405, -4.684], [1.546, 2.370, -3.859], [0.943, 1.120, -3.902], [1.457, -0.014, -3.051], [0.539, -0.307, -1.874], [-0.533, -0.883, -2.063], [0.955, 0.114, -0.727], [-4.753, -1.907, -6.324], [-3.966, -1.979, -8.682], [-1.627, -1.323, -9.205], [-0.899, -0.762, -3.905], [-1.378, 1.789, -6.286], [-0.264, 3.980, -6.212], [1.619, 4.369, -4.642], [2.377, 2.523, -3.178], [2.453, 0.220, -2.681], [1.498, -0.920, -3.660], [0.098, 2.486, 1.894], [-1.014, 3.021, 0.415], [-2.287, 3.521, 0.666], [-3.072, 3.980, -0.382], [-2.603, 3.924, -1.688], [-1.342, 3.402, -1.942], [-0.545, 2.963, -0.894], [-2.660, 3.553, 1.682], [-4.059, 4.374, -0.175], [-3.219, 4.281, -2.504], [-0.963, 3.344, -2.955], [0.445, 2.575, -1.095], [3.698, -1.511, 0.322], [3.098, -0.092, 1.550], [4.189, 1.496, 1.205], [3.762, 2.494, 0.330], [4.565, 3.597, 0.070], [5.803, 3.716, 0.686], [6.237, 2.732, 1.564], [5.433, 1.629, 1.822], [3.423, -0.708, 3.396], [3.802, -2.010, 3.620], [3.905, -2.542, 4.927], [3.603, -1.767, 6.007], [3.182, -0.423, 5.833], [2.812, 0.381, 6.940], [2.361, 1.657, 6.760], [2.269, 2.196, 5.459], [2.638, 1.450, 4.374], [3.100, 0.115, 4.523], [4.645, -1.947, 0.648], [3.846, -1.056, -0.657], [2.954, -2.303, 0.220], [2.786, 2.419, -0.136], [4.218, 4.368, -0.607], [6.427, 4.579, 0.487], [7.200, 2.824, 2.051], [5.778, 0.871, 2.518], [4.031, -2.657, 2.780], [4.219, -3.569, 5.062], [3.669, -2.167, 7.012], [2.888, -0.041, 7.936], [2.074, 2.259, 7.612], [1.909, 3.207, 5.316], [2.577, 1.888, 3.384]],
  "orbital_gap_ev": [7.49, 6.52],
  "e_homo_ev": [-7.19, -7.69],
  "multiplicity": 6
}

[4]
{
  "formula": "C2H8N",
  "method": "ωB97M-V with the def2-TZVPD basis set",
  "symbols": ["C", "C", "N", "H", "H", "H", "H", "H", "H", "H", "H"],
  "positions_angstrom": [[-0.855, -0.946, -0.098], [0.532, -0.330, -0.097], [0.446, 1.159, 0.164], [-1.405, -0.633, -0.992], [-0.765, -2.034, -0.092], [-1.436, -0.608, 0.767], [1.163, -0.732, 0.683], [1.019, -0.453, -1.058], [-0.121, 1.661, -0.526], [1.377, 1.580, 0.165], [0.043, 1.336, 1.084]],
  "smiles": "CC[NH3+]",
  "orbital_gap_ev": 13.61,
  "charge": 1,
  "e_homo_ev": -17.58
}

Per-record E, hartree: -565.2636 -7915.2442 -9387.3601 -135.5008
Per-record relative energy (zero: lowest compared OMol25 entry of this formula, charge and spin), kcal/mol: 81.3 38.7 0.0 0.0